Version w
Below is C22H24NO4STc as an isolated structure, with properties calculated with ωB97M-V/def2-TZVPD.

LUMO level (alpha / beta) = 2.8 / 2.8 eV
Kohn-Sham gap (alpha / beta) = 4.557 / 5.284 eV
multiplicity = 4
total charge = -1

Each line ends with the Mulliken charge.
Element x y z (Å)
Tc -0.264 -0.966 -0.069  -0.241
C -0.061 -0.980 2.275  -0.733
C -1.075 -0.032 2.009  -0.849
C -2.167 -0.707 1.448  -0.583
H -0.987 1.029 2.151  0.576
C -1.845 -2.074 1.346  -0.552
C -0.552 -2.244 1.890  -0.819
H -0.026 -3.176 1.989  0.628
H 0.908 -0.765 2.690  0.907
H -3.076 -0.246 1.102  0.678
H -2.476 -2.851 0.948  0.422
C 1.804 -1.414 -1.225  -0.328
C 1.595 -2.473 -0.332  -0.796
C 0.420 -3.152 -0.729  -0.803
H 2.209 -2.710 0.521  0.491
C -0.105 -2.499 -1.856  -0.378
C 0.751 -1.412 -2.158  -0.913
H 0.603 -0.675 -2.926  0.371
H 2.579 -0.673 -1.156  0.826
H -0.010 -4.015 -0.250  0.590
H -0.983 -2.800 -2.401  0.657
O -1.746 0.103 -1.345  0.416
C -2.919 -0.190 -2.215  1.503
C -3.435 1.237 -1.971  -0.679
C -3.759 -1.311 -1.667  -1.703
C -2.466 -0.432 -3.634  -1.736
C -2.122 1.509 -1.249  -0.797
H -4.310 1.276 -1.329  0.313
H -3.617 1.823 -2.867  0.341
H -1.401 2.130 -1.771  0.338
H -2.181 1.831 -0.215  0.186
H -4.662 -1.419 -2.267  0.473
H -4.054 -1.124 -0.639  0.341
H -3.216 -2.253 -1.699  0.143
H -3.245 -0.115 -4.327  0.462
H -2.260 -1.483 -3.818  0.320
H -1.564 0.136 -3.853  0.363
O 0.263 2.255 0.317  -0.630
C 1.235 1.643 0.711  -0.061
N 1.336 0.284 0.583  0.778
S 2.963 -0.139 1.334  0.936
O 2.977 -1.220 2.430  -0.712
O 4.074 -0.510 0.339  -0.722
C 3.339 1.443 1.900  0.529
C 4.452 1.844 2.629  -0.742
C 4.578 3.200 2.941  -0.488
C 3.595 4.115 2.515  -0.517
C 2.477 3.676 1.774  -0.306
C 2.356 2.316 1.462  -0.199
H 5.202 1.125 2.939  0.453
H 5.437 3.540 3.506  0.387
H 3.705 5.161 2.762  0.373
H 1.725 4.384 1.455  0.487



Version x
Below is C22H24NO4STc as an isolated structure, with properties calculated with ωB97M-V/def2-TZVPD.

LUMO level (alpha / beta) = 2.5 / 2.5 eV
Kohn-Sham gap (alpha / beta) = 2.998 / 6.718 eV
multiplicity = 4
total charge = -1

Each line ends with the Mulliken charge.
Element x y z (Å)
Tc -0.007 0.121 0.217  -0.392
C 1.778 0.182 1.484  -0.542
C 2.272 -0.665 0.428  -0.742
C 2.301 0.096 -0.771  -0.164
H 2.546 -1.716 0.537  0.512
C 1.824 1.420 -0.473  -0.498
C 1.519 1.482 0.925  -0.972
H 1.244 2.373 1.496  0.640
H 1.700 -0.073 2.537  0.771
H 2.649 -0.261 -1.745  0.596
H 1.783 2.259 -1.177  0.418
C -2.121 0.042 1.076  0.060
C -1.381 1.215 1.475  -0.730
C -1.182 2.012 0.308  -0.895
H -1.129 1.500 2.499  0.451
C -1.742 1.310 -0.815  0.031
C -2.319 0.090 -0.337  -0.885
H -2.828 -0.680 -0.925  0.303
H -2.478 -0.751 1.731  0.646
H -0.722 3.004 0.274  0.556
H -1.802 1.707 -1.835  0.606
O -0.114 -0.964 -1.961  0.345
C -0.195 -0.630 -3.433  1.424
C 0.496 -1.957 -3.824  -0.567
C 0.556 0.638 -3.765  -1.616
C -1.654 -0.578 -3.845  -1.648
C 0.417 -2.338 -2.360  -0.716
H 1.524 -1.817 -4.170  0.308
H -0.083 -2.599 -4.493  0.335
H -0.353 -3.067 -2.073  0.319
H 1.360 -2.524 -1.825  0.192
H 0.532 0.804 -4.854  0.458
H 1.602 0.575 -3.437  0.315
H 0.080 1.506 -3.277  0.142
H -1.748 -0.848 -4.909  0.465
H -2.063 0.437 -3.716  0.293
H -2.250 -1.279 -3.243  0.324
O 0.502 -3.232 0.437  -0.711
C 0.212 -2.721 1.529  0.052
N -0.185 -1.390 1.710  0.541
S -0.561 -1.012 3.504  0.925
O 0.274 0.005 4.018  -0.668
O -1.954 -1.000 3.736  -0.655
C 0.002 -2.632 3.938  0.408
C 0.039 -3.124 5.250  -0.652
C 0.426 -4.456 5.457  -0.683
C 0.745 -5.269 4.353  -0.418
C 0.687 -4.768 3.052  -0.427
C 0.292 -3.429 2.842  -0.301
H -0.222 -2.470 6.086  0.371
H 0.470 -4.852 6.474  0.342
H 1.041 -6.302 4.530  0.339
H 0.937 -5.393 2.195  0.394



Going by the computed energies, the most stable comes first: version w, version x.



Version w
Below is one molecule with the formula C4H11P, with properties calculated with ωB97M-V/def2-TZVPD.

LUMO level = 1.1 eV
structure (SMILES) = CC(C)CP
Kohn-Sham gap = 10.304 eV
total charge = 0

Each line ends with the Mulliken charge.
Element x y z (Å)
C 0.138 -0.210 1.525  -1.480
C -0.464 0.484 0.306  0.663
C 0.498 1.536 -0.281  -1.433
C -0.936 -0.556 -0.724  -1.009
P 0.386 -1.328 -1.798  -0.035
H 0.931 -0.895 1.216  0.322
H -0.618 -0.795 2.051  0.391
H 0.568 0.512 2.221  0.404
H -1.363 1.011 0.635  0.287
H 0.553 1.497 -1.370  0.358
H 0.183 2.544 -0.015  0.351
H 1.511 1.407 0.102  0.353
H -1.680 -0.108 -1.385  0.386
H -1.443 -1.366 -0.197  0.425
H 0.247 -2.655 -1.334  0.027
H 1.490 -1.078 -0.953  -0.010



Version x
Below is one molecule with the formula C4H11P, with properties calculated with ωB97M-V/def2-TZVPD.

LUMO level = 0.9 eV
structure (SMILES) = CC(C)(C)P
Kohn-Sham gap = 10.022 eV
total charge = 0

Each line ends with the Mulliken charge.
Element x y z (Å)
C 0.705 -1.363 -0.357  -1.603
C 0.001 0.066 -0.059  0.956
C 0.228 1.337 -0.898  -1.676
C 0.404 0.353 1.425  -1.661
P -2.034 -0.062 -0.085  0.035
H 0.097 -2.109 -0.078  0.456
H 0.830 -1.383 -1.377  0.467
H 1.604 -1.374 0.157  0.388
H 0.025 1.074 -1.865  0.520
H 1.237 1.576 -0.807  0.416
H -0.303 2.201 -0.421  0.387
H 0.062 1.204 1.874  0.547
H -0.001 -0.464 2.215  0.296
H 1.413 0.505 1.634  0.484
H -2.146 -1.383 0.051  -0.016
H -2.121 -0.178 -1.410  0.003



Going by the computed energies, the most stable comes first: version w, version x.



Version w
Below is one molecule with the formula C25H26N2O7S, with properties calculated with ωB97M-V/def2-TZVPD.

LUMO level = -0.2 eV
structure (SMILES) = CC(=O)c1ccc(S(=O)(=O)N(Cc2cc3cc4c(cc3[nH]c2=O)OCCO4)C[C@@H]2CCCO2)cc1
Kohn-Sham gap = 7.840 eV
total charge = 0

Each line ends with the Mulliken charge.
Element x y z (Å)
C 3.322 -0.242 -3.382  -1.547
C 3.486 0.169 -1.944  0.965
O 4.560 0.105 -1.385  -0.641
C 2.277 0.655 -1.227  0.666
C 2.443 1.129 0.076  -0.888
C 1.356 1.559 0.810  -0.665
C 0.094 1.516 0.248  0.293
S -1.316 2.052 1.244  1.629
O -1.761 3.298 0.688  -0.755
O -0.888 2.011 2.611  -0.748
N -2.482 0.926 1.005  0.471
C -2.337 -0.332 1.705  -1.658
C -1.188 -1.102 1.115  0.630
C 0.029 -1.150 1.703  -0.185
C 1.158 -1.728 1.053  1.113
C 2.449 -1.689 1.585  -1.144
C 3.526 -2.183 0.879  0.830
C 3.319 -2.779 -0.384  0.041
C 2.045 -2.819 -0.924  -0.604
C 0.967 -2.287 -0.226  -0.342
N -0.293 -2.282 -0.762  0.112
C -1.404 -1.691 -0.202  -0.011
O -2.460 -1.689 -0.815  -0.763
O 4.334 -3.320 -1.107  -0.511
C 5.551 -3.449 -0.397  -0.515
C 5.802 -2.206 0.451  -0.333
O 4.775 -2.072 1.416  -0.511
C -3.545 1.141 0.059  -1.523
C -4.919 1.259 0.759  0.374
C -5.941 1.935 -0.163  -0.825
C -5.711 3.424 0.124  -0.611
C -4.963 3.430 1.473  -0.323
O -4.863 2.080 1.899  -0.503
C -0.088 1.080 -1.052  -0.502
C 0.999 0.646 -1.788  -0.957
H 2.648 -1.093 -3.448  0.300
H 4.290 -0.526 -3.787  0.383
H 2.911 0.578 -3.966  0.432
H 3.439 1.146 0.493  0.499
H 1.457 1.916 1.822  0.525
H -2.149 -0.114 2.759  0.459
H -3.267 -0.892 1.600  0.521
H 0.171 -0.700 2.675  0.368
H 2.622 -1.248 2.553  0.499
H 1.910 -3.275 -1.893  0.460
H -0.433 -2.704 -1.672  0.256
H 6.330 -3.584 -1.148  0.365
H 5.505 -4.335 0.252  0.293
H 6.737 -2.286 1.006  0.387
H 5.817 -1.320 -0.195  0.180
H -3.312 2.084 -0.436  0.709
H -3.576 0.325 -0.671  0.220
H -5.242 0.271 1.102  0.497
H -6.949 1.639 0.129  0.367
H -5.786 1.673 -1.207  0.315
H -5.099 3.885 -0.650  0.272
H -6.652 3.969 0.185  0.342
H -5.502 3.968 2.256  0.419
H -3.962 3.862 1.367  0.086
H -1.080 1.069 -1.476  0.406
H 0.843 0.295 -2.796  0.381



Version x
Below is one molecule with the formula C25H26N2O7S, with properties calculated with ωB97M-V/def2-TZVPD.

LUMO level = 0.0 eV
structure (SMILES) = COc1ccc(N(C)S(=O)(=O)c2cccc(C(=O)OCC(=O)NCc3ccccc3OC)c2)cc1
Kohn-Sham gap = 8.495 eV
total charge = 0

Each line ends with the Mulliken charge.
Element x y z (Å)
C -3.298 -2.698 1.392  -0.799
O -2.285 -1.967 2.043  -0.480
C -1.012 -2.046 1.568  0.603
C -0.615 -2.783 0.459  -0.334
C 0.714 -2.801 0.076  -0.509
C 1.669 -2.083 0.785  -0.531
N 3.011 -2.166 0.367  0.133
C 4.067 -2.160 1.351  -1.072
S 3.430 -1.439 -1.076  1.289
O 2.289 -1.462 -1.943  -0.693
O 4.650 -2.039 -1.522  -0.745
C 3.770 0.260 -0.603  0.198
C 5.071 0.626 -0.312  -0.450
C 5.333 1.914 0.127  -0.718
C 4.293 2.816 0.263  -0.568
C 2.986 2.444 -0.049  0.047
C 1.920 3.472 0.101  0.418
O 2.071 4.504 0.704  -0.631
O 0.793 3.122 -0.530  -0.269
C -0.318 4.006 -0.431  -0.669
C -1.506 3.370 0.306  0.672
O -2.394 4.054 0.767  -0.692
N -1.438 2.035 0.388  0.158
C -2.502 1.232 0.945  -1.498
C -3.368 0.587 -0.108  1.392
C -4.747 0.673 -0.011  -0.626
C -5.575 0.075 -0.947  -0.829
C -5.013 -0.609 -2.006  -0.780
C -3.637 -0.703 -2.128  -0.583
C -2.802 -0.118 -1.183  0.738
O -1.436 -0.190 -1.228  -0.028
C -0.838 -0.849 -2.325  -0.741
C 2.720 1.146 -0.478  -0.197
C 1.271 -1.333 1.888  0.060
C -0.052 -1.319 2.276  -0.680
H -3.425 -2.374 0.355  0.236
H -4.212 -2.485 1.943  0.232
H -3.097 -3.773 1.423  0.392
H -1.331 -3.358 -0.107  0.464
H 1.027 -3.372 -0.782  0.522
H 3.824 -2.871 2.140  0.376
H 4.239 -1.172 1.795  0.382
H 4.972 -2.482 0.840  0.363
H 5.856 -0.101 -0.449  0.523
H 6.344 2.212 0.359  0.436
H 4.470 3.825 0.605  0.488
H -0.637 4.260 -1.447  0.283
H -0.024 4.922 0.092  0.435
H -0.730 1.539 -0.132  0.237
H -3.111 1.896 1.563  0.524
H -2.057 0.458 1.577  -0.008
H -5.176 1.222 0.813  0.426
H -6.647 0.153 -0.852  0.410
H -5.642 -1.074 -2.752  0.427
H -3.224 -1.237 -2.969  0.408
H -1.048 -0.323 -3.261  0.471
H -1.180 -1.884 -2.404  0.421
H 0.235 -0.857 -2.141  -0.238
H 1.720 0.824 -0.720  0.390
H 1.995 -0.764 2.451  0.359
H -0.367 -0.751 3.138  0.454



Going by the computed energies, the most stable comes first: version w, version x.



Version w
Below is a 7-piece molecular cluster, CH16O7 overall, with properties calculated with ωB97M-V/def2-TZVPD.

LUMO level = -1.1 eV
Kohn-Sham gap = 8.379 eV
total charge = 0

Each line ends with the Mulliken charge.
Element x y z (Å)
O -19.293 5.807 0.179  -0.442
H -19.165 4.746 0.075  0.367
H -19.803 6.135 -0.579  0.408
H -19.660 6.019 1.049  0.423
C -19.564 2.344 0.422  -0.644
O -18.633 3.373 0.068  -0.836
H -19.583 1.593 -0.375  0.203
H -19.235 1.795 1.310  0.309
H -20.456 2.966 0.552  0.273
O -22.055 -0.046 -0.318  -0.636
H -21.927 0.358 -1.182  0.310
H -22.368 0.671 0.240  0.309
O -15.736 3.311 -0.033  -0.646
H -16.708 3.271 0.030  0.340
H -15.560 3.775 -0.855  0.283
O -17.967 3.505 3.787  -0.638
H -17.816 3.442 2.834  0.342
H -18.235 4.416 3.932  0.286
O -18.168 3.929 -2.724  -0.646
H -18.191 3.665 -1.783  0.361
H -17.297 4.314 -2.852  0.319
O -17.277 0.558 -1.735  -0.645
H -17.527 0.655 -2.659  0.314
H -17.853 1.169 -1.265  0.285



Version x
Below is a 7-piece molecular cluster, CH16O7 overall, with properties calculated with ωB97M-V/def2-TZVPD.

LUMO level = 0.2 eV
structure (SMILES) = CO.O.O.O.O.O.O
Kohn-Sham gap = 10.785 eV
total charge = 0

Each line ends with the Mulliken charge.
Element x y z (Å)
C -0.764 -1.941 -0.576  0.270
O -0.891 -2.394 -1.925  -0.539
H 0.016 -2.457 -0.096  -0.041
H -0.360 -0.920 -0.584  -0.157
H -1.693 -2.078 0.032  0.293
H -1.778 -2.139 -2.291  0.301
O -2.516 1.033 -0.019  -0.592
H -2.016 1.891 0.070  0.316
H -2.573 0.961 -0.945  0.286
O -0.537 -0.017 1.954  -0.575
H -1.470 -0.274 1.842  0.278
H -0.721 0.840 2.380  0.296
O 0.427 0.838 -2.215  -0.594
H 0.512 0.287 -1.449  0.104
H 1.247 0.473 -2.725  0.306
O 2.060 0.530 0.578  -0.663
H 1.165 0.551 0.460  0.283
H 2.182 0.547 1.503  0.349
O 2.574 -2.075 1.156  -0.641
H 2.443 -1.301 0.609  0.388
H 1.690 -2.545 1.088  0.324
O -0.381 3.404 0.716  -0.597
H -0.312 4.119 1.338  0.294
H 0.365 3.132 0.263  0.311



Going by the computed energies, the most stable comes first: version x, version w.